Computed, not measured: the molecule C4H7NO in a non-equilibrium geometry, with ωB97M-V/def2-TZVPD.

Computed properties:
- Energy relative to the best compared isomer or geometry (same formula, charge and spin): 74.2 kcal/mol
- <S²>: 2.014
- Lowest unoccupied orbital energy (alpha / beta): 0.671 / -5.285 eV
- Frontier orbital gap (alpha / beta): 4.295 / 5.685 eV
- Spin multiplicity: 3

XYZ file:
```
13
Properties=species:S:1:pos:R:3:mulliken_charge:R:1
C -1.04384 -0.19646 1.32530 -0.64
C 1.22032 -0.21121 0.45540 -1.29
C -0.66429 -0.39757 -1.07787 -1.25
C -0.18938 0.19090 0.21610 0.86
N -1.75062 -0.57285 2.16603 -0.43
O -0.41040 1.57901 0.00106 0.13
H 1.80698 0.17726 -0.34371 0.40
H 1.66514 0.21503 1.32053 0.44
H 1.41285 -1.30399 0.46155 0.33
H -0.06342 0.16365 -1.71539 0.43
H -1.68916 -0.10176 -1.10929 0.42
H -0.51252 -1.42672 -1.06134 0.39
H 0.21835 1.88471 -0.63837 0.21
```



Computed, not measured: a structure of composition C42H33N10O3S4W in a non-equilibrium geometry, with ωB97M-V/def2-TZVPD.

Computed properties:
- Lowest unoccupied orbital energy (alpha / beta): -5.377 / -5.380 eV
- Frontier orbital gap (alpha / beta): 5.305 / 5.303 eV
- Spin multiplicity: 1
- Charge: +1

XYZ file:
```
93
Properties=species:S:1:pos:R:3:mulliken_charge:R:1
W -0.50413 1.22303 -1.06899 0.67
O -3.44822 4.04936 0.24675 -0.67
C -2.77328 3.06914 -0.00090 -0.06
N -1.65537 2.99555 -0.77993 1.11
C -1.20206 4.14659 -1.45846 0.22
C -1.86146 5.36605 -1.59438 -1.32
C -1.28527 6.38142 -2.33472 -0.78
C -0.05659 6.20287 -2.95142 -0.85
C 0.61320 5.00034 -2.83918 -0.80
C 0.04941 3.96500 -2.09740 1.46
N 0.56135 2.66022 -1.99532 0.72
C 1.87248 2.44871 -2.46679 -0.37
O 2.78162 3.22883 -2.33996 -0.53
C 1.98326 1.15802 -3.21863 0.60
C 3.10990 0.85028 -3.96906 -0.66
C 3.10930 -0.32980 -4.69571 -0.52
C 1.98264 -1.13564 -4.66485 -1.01
C 0.90350 -0.74897 -3.88549 -0.08
N 0.89875 0.37300 -3.17346 0.26
C -3.11045 1.75610 0.66934 0.56
C -4.17900 1.71393 1.55829 -0.86
C -4.48015 0.52904 2.20642 -0.84
C -3.72683 -0.59320 1.89640 -1.34
C -2.69009 -0.47865 0.98762 -0.27
N -2.34828 0.67840 0.39920 0.45
H -2.81932 5.51736 -1.12979 0.55
H -1.80811 7.31986 -2.43417 0.44
H 0.38168 7.00156 -3.52799 0.44
H 1.56127 4.86638 -3.33285 0.54
H 3.94797 1.53000 -3.96148 0.53
H 3.97481 -0.61239 -5.27100 0.47
H 1.94915 -2.06247 -5.21621 0.49
H 0.01583 -1.36682 -3.83846 0.47
H -4.74621 2.61776 1.72218 0.60
H -5.27796 0.48742 2.93165 0.46
H -3.92615 -1.55062 2.34957 0.61
H -2.10806 -1.35647 0.73208 0.76
S -0.49020 -1.21250 -1.10543 0.27
C -1.85320 -1.68024 -2.12986 -0.52
C -2.14091 -3.03449 -2.26124 -0.88
C -3.17206 -3.44758 -3.09772 0.31
C -3.46899 -4.82045 -3.27416 -0.49
N -3.73518 -5.91869 -3.45542 -0.49
C -3.93208 -2.49122 -3.80098 0.60
C -3.64207 -1.14121 -3.65946 -0.76
C -2.60120 -0.72865 -2.83816 1.10
S -2.25812 1.00108 -2.75809 -0.45
C -4.97068 -2.88522 -4.67824 -0.46
N -5.80507 -3.17725 -5.40424 -0.48
H -1.54756 -3.75232 -1.71017 0.85
H -4.21882 -0.39612 -4.18697 0.64
C 2.72227 4.04136 3.91011 -1.30
C 1.73724 3.36067 3.03706 0.73
C 0.36123 3.63946 3.11045 -1.38
C -0.46129 3.05058 2.17978 -0.07
N 0.01428 2.19961 1.25997 0.41
C 1.34754 1.93927 1.31147 0.63
S 1.85996 0.77977 0.13751 -0.59
N 2.19353 2.48580 2.15577 -0.57
H 2.57130 3.73229 4.94353 0.33
H 2.57675 5.11981 3.86906 0.36
H 3.73229 3.79015 3.60198 0.34
H -0.02418 4.31390 3.85473 0.47
H -1.52201 3.27178 2.15108 0.51
C 4.64243 -3.97274 4.03474 -1.35
C 4.54251 -3.25819 2.69504 -0.29
C 3.11643 -2.76022 2.44707 -0.57
N 3.06230 -1.97970 1.23173 0.25
C 2.60741 -2.34055 0.03674 -0.54
S 3.08951 -1.54808 -1.34282 -0.16
N 1.70810 -3.37486 -0.11192 0.23
C 0.51634 -3.71378 0.50037 -0.45
O -0.19333 -4.52301 -0.05879 -0.64
C 0.08561 -3.11189 1.79348 0.61
C -0.53082 -3.98290 2.69239 -0.76
C -1.10830 -3.49688 3.84959 -0.96
C -1.10777 -2.13448 4.10943 -0.57
C -0.50613 -1.26168 3.21663 -0.94
C 0.09724 -1.74619 2.06668 1.14
H 5.63457 -4.39193 4.16672 0.40
H 3.91899 -4.78186 4.09113 0.34
H 4.44857 -3.28063 4.84959 0.33
H 4.81218 -3.93914 1.88600 0.32
H 5.23912 -2.41689 2.66865 0.39
H 2.77750 -2.13145 3.27811 0.36
H 2.45072 -3.61810 2.35902 0.18
H 3.68025 -1.17885 1.20713 0.41
H 1.74928 -3.77172 -1.04889 0.43
H -0.55627 -5.03806 2.46117 0.54
H -1.57513 -4.18415 4.53808 0.43
H -1.59263 -1.75377 4.99616 0.48
H -0.51746 -0.19522 3.40671 0.53
H 0.54685 -1.05387 1.36482 0.25
```



Computed, not measured: a cluster of 11 separate species, C19H48N20O14 in total in a non-equilibrium geometry, with ωB97M-V/def2-TZVPD.

Computed properties:
- SMILES: CC(=O)OCC1=CC(=O)C=CC1=O.NC(N)=O.NC(N)=O.NC(N)=O.NC(N)=O.NC(N)=O.NC(N)=O.NC(N)=O.NC(N)=O.NC(N)=O.NC(N)=O
- Lowest unoccupied orbital energy: -0.829 eV
- Frontier orbital gap: 8.363 eV
- Spin multiplicity: 1

XYZ file:
```
101
Properties=species:S:1:pos:R:3:mulliken_charge:R:1
C -0.73236 0.10396 -3.59712 -0.63
C 0.07999 -0.46591 -2.43844 0.74
O 1.18921 -0.86395 -2.61688 -0.57
O -0.56064 -0.47303 -1.26122 -0.20
C 0.04399 -1.31228 -0.26898 -1.21
C 1.07298 -0.51842 0.51141 0.76
C 2.35535 -0.61764 0.22658 -0.21
C 3.43652 0.14713 0.89354 -0.14
O 4.58394 0.08861 0.56810 -0.59
C 2.98074 1.02754 2.08480 -0.48
C 1.71433 1.12375 2.39070 -0.35
C 0.65690 0.39663 1.62072 0.46
O -0.49639 0.52188 1.90915 -0.67
H -1.05387 -0.76163 -4.17989 0.26
H -1.58173 0.66382 -3.21905 0.16
H -0.05306 0.74193 -4.16725 0.05
H 0.43266 -2.25479 -0.65692 0.54
H -0.76486 -1.56938 0.42893 0.31
H 2.65584 -1.30645 -0.55962 0.45
H 3.77812 1.52591 2.62897 0.71
H 1.43389 1.72283 3.25139 0.43
N 2.77930 0.19038 -5.09572 -0.08
C 2.53395 1.05478 -6.10887 0.20
N 3.59390 1.82815 -6.46877 -0.23
O 1.43950 1.13750 -6.66085 -0.71
H 3.66599 0.10905 -4.63380 0.12
H 2.02063 -0.39919 -4.79820 0.11
H 3.45435 2.48611 -7.21441 0.23
H 4.49312 1.77702 -6.02859 0.14
N -5.13931 -1.59506 -1.69320 -0.41
C -4.32121 -0.50703 -1.76494 0.65
N -4.60766 0.48220 -0.87865 -0.28
O -3.39899 -0.42343 -2.56517 -0.60
H -5.89748 -1.67802 -1.04361 0.13
H -4.95759 -2.34849 -2.33021 0.22
H -4.02349 1.30097 -0.89816 0.19
H -5.35720 0.43745 -0.21526 0.13
N -4.82171 -1.89369 3.30679 -0.32
C -3.66562 -1.47622 2.71371 0.54
N -3.21072 -0.25438 3.12539 -0.29
O -3.07650 -2.14257 1.87595 -0.66
H -5.31026 -1.35302 3.99471 0.11
H -5.19761 -2.79709 3.03247 0.36
H -2.36077 0.08330 2.70742 0.35
H -3.67608 0.30925 3.81050 0.15
N -4.84492 2.17179 -3.52309 -0.21
C -4.89305 3.49050 -3.19577 0.62
N -5.80596 4.23357 -3.89238 -0.39
O -4.17206 3.97674 -2.33857 -0.65
H -5.42516 1.74657 -4.22064 0.16
H -4.18081 1.60221 -3.02694 0.05
H -5.86458 5.21062 -3.67271 0.23
H -6.40691 3.85606 -4.59950 0.15
N 1.56210 3.59234 -4.60228 -0.18
C 2.39728 4.66806 -4.57938 0.59
N 2.03456 5.66066 -3.71242 -0.40
O 3.39725 4.74733 -5.27739 -0.66
H 0.73978 3.51918 -4.03326 0.15
H 1.79015 2.83362 -5.22655 0.29
H 2.62648 6.46902 -3.66796 0.23
H 1.22049 5.61970 -3.12891 0.16
N -7.41406 -5.96436 2.19890 -0.40
C -6.42055 -5.46550 2.98750 0.58
N -6.21634 -6.13434 4.15711 -0.38
O -5.76005 -4.49027 2.66852 -0.67
H -7.96801 -6.76388 2.44009 0.16
H -7.58837 -5.49429 1.32977 0.21
H -5.49003 -5.79209 4.75952 0.22
H -6.74539 -6.93733 4.43922 0.17
N 4.83558 3.35256 0.19007 -0.25
C 4.71815 4.68519 0.45098 0.61
N 5.46654 5.49858 -0.35403 -0.40
O 4.00083 5.12159 1.33444 -0.66
H 5.42635 2.98570 -0.53247 0.15
H 4.32238 2.69680 0.74213 0.16
H 5.40466 6.48606 -0.19024 0.23
H 6.06199 5.16204 -1.08657 0.17
N 4.27463 -3.95885 -7.26853 -0.40
C 4.20547 -2.62681 -6.96463 0.62
N 3.37268 -1.89628 -7.75794 -0.31
O 4.84294 -2.13268 -6.05050 -0.63
H 3.76037 -4.38710 -8.01413 0.15
H 4.87875 -4.52622 -6.70341 0.23
H 3.29864 -0.91372 -7.56171 0.24
H 2.83975 -2.28154 -8.51386 0.16
N 0.98435 -1.56578 4.88774 -0.29
C 1.98636 -1.07624 5.68088 0.66
N 2.16729 -1.73685 6.85594 -0.34
O 2.66654 -0.11488 5.35580 -0.63
H 0.41333 -2.35170 5.13349 0.16
H 0.82110 -1.10139 4.01397 0.17
H 2.89224 -1.40632 7.46656 0.16
H 1.62038 -2.52543 7.14329 0.13
N 2.72705 -0.20638 10.97286 -0.37
C 2.36323 -1.50625 10.77912 0.65
N 1.69361 -2.08176 11.82012 -0.41
O 2.61718 -2.11101 9.75119 -0.63
H 2.52841 0.30877 11.80908 0.17
H 3.22106 0.24793 10.22638 0.21
H 1.41168 -3.03830 11.71033 0.22
H 1.47452 -1.60411 12.67329 0.16
```



Computed, not measured: a structure of composition C14H15Cl5F6NO7PS2Sn in a non-equilibrium geometry, with ωB97M-V/def2-TZVPD.

Computed properties:
- Energy relative to the best compared isomer or geometry (same formula, charge and spin): 74.7 kcal/mol
- Lowest unoccupied orbital energy (alpha / beta): -9.117 / -10.574 eV
- Frontier orbital gap (alpha / beta): 5.649 / 4.185 eV
- Spin multiplicity: 1
- Charge: +2

XYZ file:
```
52
Properties=species:S:1:pos:R:3:mulliken_charge:R:1
Sn -0.56845 -1.06053 0.07583 1.11
Cl -3.89855 -3.14091 -2.50584 -0.05
C -2.78025 -2.39865 -3.49819 -0.02
C -1.65449 -1.80445 -2.98822 -0.53
C -0.61856 -1.37519 -3.74109 0.80
Cl 0.73707 -0.63944 -3.02831 -0.11
C -0.73223 -1.47403 -5.19007 0.52
Cl 0.49945 -0.88063 -6.14447 -0.04
C -1.90846 -1.97045 -5.76671 -0.03
Cl -2.05948 -2.04404 -7.45485 -0.10
C -2.94676 -2.41432 -4.94780 0.49
Cl -4.32840 -3.08126 -5.60222 -0.03
F -5.37922 -3.12051 0.61482 -0.18
C -5.00810 -2.24894 1.54081 0.66
F -5.69363 -2.41629 2.64416 -0.17
F -5.15164 -1.01435 1.07663 -0.21
S -3.21118 -2.51794 1.88270 1.14
O -2.55169 -2.11560 0.60334 -0.66
O -2.98329 -3.85082 2.30369 -0.56
N -2.95566 -1.37811 2.94963 -0.52
S -1.61089 -0.63282 2.78144 1.30
O -1.61602 0.42479 1.75848 -0.64
O -0.45864 -1.50964 2.48459 -0.67
C -1.37313 0.16467 4.44233 0.57
F -1.66693 -0.70827 5.37231 -0.16
F -2.15354 1.21934 4.50201 -0.18
F -0.10376 0.51651 4.50910 -0.17
C 2.18931 2.10400 3.16845 -0.67
C 1.80175 3.10711 2.10944 -0.30
O 1.99795 2.57515 0.76934 -0.30
P 1.13096 1.47260 0.03625 0.38
O 1.79441 0.01618 0.33420 -0.06
C 3.22174 -0.28767 0.53851 -0.24
C 3.37374 -1.13929 1.77439 -1.14
O 1.67379 1.69120 -1.45671 -0.26
C 1.67960 2.98865 -2.12838 -0.23
C 3.08553 3.32235 -2.56180 -1.18
H 1.96495 2.51384 4.15383 0.48
H 3.25702 1.88455 3.12870 0.28
H 1.63151 1.17669 3.04431 -0.15
H 2.43746 3.98451 2.15120 0.32
H 0.76670 3.43383 2.21558 0.32
H 3.76319 0.65187 0.60669 0.28
H 3.55290 -0.82297 -0.34829 0.36
H 3.12452 -0.58304 2.67634 0.22
H 4.40386 -1.48414 1.85519 0.43
H 2.72277 -2.01167 1.71837 0.26
H 1.29107 3.75096 -1.45388 0.30
H 1.01170 2.89727 -2.98408 0.32
H 3.73857 3.42627 -1.69619 0.28
H 3.08036 4.26327 -3.11421 0.41
H 3.48109 2.54034 -3.21133 0.29
```



Computed, not measured: a structure of composition C23H22GeNO2W in a non-equilibrium geometry, with ωB97M-V/def2-TZVPD.

Computed properties:
- Energy relative to the best compared isomer or geometry (same formula, charge and spin): 29.2 kcal/mol
- <S²>: 0.771
- Lowest unoccupied orbital energy (alpha / beta): -9.184 / -8.988 eV
- Frontier orbital gap (alpha / beta): 3.606 / 3.800 eV
- Spin multiplicity: 2
- Charge: +2

XYZ file:
```
50
Properties=species:S:1:pos:R:3:mulliken_charge:R:1
W 0.10663 -0.06056 0.08024 1.06
O 2.16089 -0.34062 0.14340 -0.38
C 2.68194 -0.34766 1.50028 -0.41
C 1.57014 -0.23523 2.50607 0.45
C 1.93442 -0.26604 3.82562 -0.81
C 0.95200 -0.18816 4.79766 -0.26
C -0.37562 -0.08602 4.41421 -1.24
C -0.68123 -0.06076 3.07872 -0.14
N 0.26735 -0.12682 2.11991 -0.31
H 2.85512 -0.44288 -0.55249 0.34
H 3.38298 0.47483 1.63399 0.40
H 3.20444 -1.28976 1.66166 0.46
H 2.97548 -0.35295 4.10146 0.49
H 1.22187 -0.21054 5.84314 0.47
H -1.16948 -0.02244 5.14096 0.50
H -1.69666 0.03202 2.73656 0.89
O 0.27712 1.62218 0.01348 -0.41
C -3.26828 -1.59143 0.67053 -1.42
Ge -2.50757 0.12250 0.04976 1.07
C -3.23668 1.57265 1.16829 0.51
C -2.49348 2.51049 1.88677 0.32
C -3.12016 3.49244 2.63531 -0.82
C -4.50035 3.55831 2.67604 -0.50
C -5.25286 2.64396 1.96504 -0.76
C -4.62664 1.66303 1.21715 -0.47
C -3.15519 0.43515 -1.78972 0.91
C -3.90040 -0.60320 -2.36375 -0.56
C -4.42017 -0.51526 -3.64736 -1.06
C -4.19551 0.62170 -4.40531 -0.71
C -3.45620 1.70261 -3.88407 0.73
C -3.25399 2.86742 -4.65580 -0.83
C -2.55619 3.93787 -4.14350 -0.56
C -2.05206 3.87123 -2.84773 -1.02
C -2.23490 2.73752 -2.07501 -0.19
C -2.92768 1.62246 -2.56550 0.25
H -4.35002 -1.56718 0.66310 0.47
H -2.95068 -1.78931 1.68220 0.38
H -2.94193 -2.41217 0.04683 0.49
H -1.41248 2.49936 1.85926 0.38
H -2.52908 4.21458 3.18404 0.43
H -4.98994 4.32643 3.25874 0.42
H -6.33311 2.69460 1.99098 0.42
H -5.23751 0.95491 0.66486 0.36
H -4.09100 -1.50629 -1.79692 0.34
H -5.00094 -1.33250 -4.05322 0.43
H -4.59984 0.68633 -5.40768 0.43
H -3.66154 2.92112 -5.65718 0.41
H -2.41049 4.82797 -4.73902 0.42
H -1.51636 4.71623 -2.43744 0.44
H -1.83769 2.73250 -1.06945 0.19
```



Computed, not measured: a cluster of 2 separate species, C13H17N3O4 in total in a non-equilibrium geometry, with ωB97M-V/def2-TZVPD.

Computed properties:
- Energy relative to the best compared isomer or geometry (same formula, charge and spin): 54.6 kcal/mol
- SMILES: N[C@@H](Cc1c[nH]c2ccccc12)C(=O)O.NCC(=O)O
- Lowest unoccupied orbital energy: 0.578 eV
- Frontier orbital gap: 8.674 eV
- Spin multiplicity: 1

XYZ file:
```
37
Properties=species:S:1:pos:R:3:mulliken_charge:R:1
N -1.28110 -0.62458 0.13176 -0.51
C -0.63506 0.49596 0.74321 0.42
C 0.45749 -0.14230 1.57412 -1.59
C 1.48797 -0.84277 0.77501 0.50
C 1.60605 -2.09037 0.21967 -0.50
N 2.93453 -2.24160 -0.21464 -0.07
C 3.64838 -1.06191 -0.11394 -0.78
C 4.80603 -0.53234 -0.72986 -0.65
C 5.06532 0.83514 -0.67932 -0.56
C 4.22513 1.66123 0.05262 -0.85
C 3.02657 1.18622 0.55924 -0.27
C 2.73989 -0.17061 0.46474 1.39
C -0.21140 1.66210 -0.17615 0.21
O -0.03100 1.51269 -1.35830 -0.56
O -0.28351 2.97867 0.43169 -0.50
H -0.57833 -1.17707 -0.34334 0.01
H -1.88244 -0.24756 -0.63357 0.41
H -1.31623 0.95477 1.43242 0.48
H -0.03962 -0.76922 2.25142 0.46
H 0.95551 0.63273 2.08198 0.52
H 0.95619 -2.97998 0.37289 0.38
H 3.30581 -3.09595 -0.75971 0.27
H 5.50465 -1.18799 -1.27658 0.31
H 5.96644 1.22121 -1.06644 0.42
H 4.41484 2.76959 -0.02733 0.27
H 2.33182 1.89747 0.90998 0.40
H 0.02912 3.55763 -0.33266 0.37
N -3.54246 -1.24701 -1.02829 -0.66
C -4.42857 -0.10302 -1.15458 -0.46
C -5.45048 0.13301 -0.06209 0.60
O -6.27636 1.00940 -0.08953 -0.58
O -5.40254 -0.78056 0.92749 -0.44
H -3.05974 -1.20586 -0.11666 0.29
H -4.10909 -2.10194 -0.98316 0.30
H -4.96242 -0.16539 -2.10273 0.42
H -3.83500 0.82476 -1.21614 0.22
H -6.13639 -0.56455 1.53678 0.34
```